58
Properties=species:S:1:pos:R:3 method="wB97M-V/def2-TZVPD" e_homo_ev="-6.54 / -8.28" multiplicity=3 lumo_ev="-0.32 / -0.37" total_charge=0 de_lowest_kj_mol=68.1 s_squared=2.007
Ti 0.11 0.48 -0.09
C -0.98 -1.15 -2.88
C -1.17 0.18 -2.53
C -0.09 1.06 -2.53
C 1.19 0.59 -2.82
C 1.37 -0.74 -3.18
C 0.28 -1.61 -3.22
H -1.82 -1.83 -2.90
H -2.17 0.55 -2.32
H -0.23 2.12 -2.32
H 2.03 1.27 -2.77
H 2.36 -1.10 -3.44
H 0.42 -2.64 -3.51
C -1.62 2.09 3.02
P -1.82 0.84 1.71
C -3.23 1.50 0.75
C -2.64 -0.55 2.59
C -2.98 -1.66 1.59
P -1.50 -2.02 0.55
C -0.42 -2.77 1.83
C -2.04 -3.52 -0.35
H -2.58 2.48 3.35
H -0.99 2.90 2.65
H -1.11 1.63 3.87
H -4.11 1.66 1.38
H -3.50 0.81 -0.06
H -2.92 2.45 0.31
H -3.54 -0.20 3.11
H -1.95 -0.91 3.35
H -3.80 -1.36 0.93
H -3.30 -2.57 2.11
H -1.00 -3.42 2.49
H 0.06 -1.98 2.41
H 0.36 -3.36 1.35
H -2.35 -4.32 0.32
H -1.22 -3.88 -0.97
H -2.88 -3.28 -1.01
O 1.56 3.90 -1.02
Se 0.97 3.17 0.27
O -0.56 2.57 -0.04
O 1.69 1.63 0.42
O 1.04 3.93 1.67
O 1.31 0.48 3.10
H 1.64 0.93 2.30
H 1.56 1.07 3.82
N 1.47 -1.13 0.07
C 2.43 -1.73 0.28
C 3.62 -2.46 0.54
C 4.04 -2.64 1.86
C 5.20 -3.35 2.11
C 5.94 -3.87 1.06
C 5.52 -3.69 -0.25
C 4.36 -2.98 -0.52
H 3.45 -2.21 2.66
H 5.53 -3.49 3.13
H 6.85 -4.42 1.26
H 6.11 -4.09 -1.07
H 4.03 -2.83 -1.54



58
Properties=species:S:1:pos:R:3 method="wB97M-V/def2-TZVPD" e_homo_ev="-0.44 / -0.44" lumo_ev="2.30 / 2.30" total_charge=-1 de_lowest_kj_mol=1018.9
O 0.35 -0.12 -3.93
C -0.36 0.31 -4.81
C -0.13 1.54 -5.57
C 0.98 2.35 -5.30
H 1.67 2.05 -4.52
C 1.18 3.51 -6.02
H 2.04 4.14 -5.82
C 0.28 3.88 -7.02
H 0.44 4.79 -7.59
C -0.82 3.08 -7.29
H -1.52 3.37 -8.07
C -1.03 1.92 -6.57
H -1.89 1.29 -6.77
H -1.27 -0.25 -5.12
C -2.39 1.76 1.00
C -1.80 0.84 2.02
H -3.27 2.30 1.36
H -2.67 1.20 0.11
H -1.65 2.50 0.67
C -2.38 0.52 3.18
C -3.70 0.98 3.72
H -1.87 -0.19 3.83
H -4.17 1.74 3.10
H -3.60 1.39 4.73
H -4.40 0.15 3.80
Ba -0.01 0.00 1.57
Cl 1.15 2.02 1.44
Cl -0.43 -0.22 -0.69
H 3.93 -0.08 -1.64
H 5.57 0.90 0.04
C 3.13 0.10 -0.92
C 4.71 1.08 0.70
N 3.67 0.11 0.42
H 2.36 -0.66 -0.99
C 3.03 -0.50 1.42
O 2.03 -1.21 1.31
H 5.04 0.99 1.73
H 3.49 -0.32 2.40
H 2.66 1.06 -1.13
H 4.34 2.09 0.53
H -1.43 -5.18 2.95
H -0.25 -5.93 0.72
C -1.89 -4.40 2.35
C -0.76 -5.09 0.26
N -1.03 -4.05 1.23
H -2.04 -3.51 2.96
C -0.53 -2.83 1.09
O -0.73 -1.91 1.90
H -0.13 -4.69 -0.53
H 0.07 -2.67 0.20
H -2.85 -4.75 1.99
H -1.69 -5.45 -0.19
C -0.02 -0.06 6.44
C 0.22 0.01 5.08
N 0.38 0.06 3.96
H 0.93 -0.44 6.80
H -0.98 -0.52 6.71
H 0.07 1.00 6.76



54
Properties=species:S:1:pos:R:3 method="wB97M-V/def2-TZVPD" e_homo_ev=-8.84 lumo_ev=0.77 smiles="CC[C@@H](C)[C@H](NC(=O)[C@H]1CC[C@H](C)CC1)C(=O)NCc1ccco1" total_charge=0 de_lowest_kj_mol=2.9
C -1.73 -3.30 1.51
C -1.39 -1.86 1.11
C -1.03 -1.72 -0.37
C -2.24 -1.97 -1.27
C -0.38 -0.34 -0.65
N 0.93 -0.27 -0.03
C 2.06 -0.58 -0.69
O 2.05 -1.06 -1.81
C 3.33 -0.24 0.08
C 3.66 1.24 -0.15
C 4.95 1.62 0.56
C 6.12 0.76 0.08
C 7.41 1.15 0.79
C 5.79 -0.72 0.32
C 4.50 -1.11 -0.39
C -1.21 0.80 -0.08
O -0.94 1.33 0.97
N -2.25 1.18 -0.86
C -3.28 2.07 -0.37
C -4.48 1.29 0.08
C -4.76 0.69 1.27
C -6.00 0.02 1.08
C -6.37 0.26 -0.20
O -5.45 1.03 -0.82
H -0.92 -3.97 1.24
H -2.64 -3.63 1.01
H -1.89 -3.36 2.58
H -2.23 -1.21 1.35
H -0.54 -1.53 1.71
H -0.26 -2.46 -0.62
H -3.10 -1.38 -0.95
H -2.53 -3.02 -1.22
H -2.01 -1.74 -2.30
H -0.24 -0.24 -1.73
H 0.95 0.24 0.84
H 3.15 -0.41 1.15
H 3.77 1.41 -1.22
H 2.84 1.86 0.21
H 5.17 2.67 0.38
H 4.83 1.49 1.64
H 6.25 0.92 -0.99
H 8.24 0.54 0.44
H 7.65 2.19 0.61
H 7.32 1.00 1.87
H 6.61 -1.34 -0.05
H 5.69 -0.90 1.39
H 4.61 -0.99 -1.47
H 4.27 -2.16 -0.20
H -2.45 0.66 -1.70
H -2.86 2.62 0.47
H -3.57 2.76 -1.17
H -4.17 0.72 2.15
H -6.53 -0.56 1.81
H -7.22 -0.04 -0.77



55
Properties=species:S:1:pos:R:3 method="wB97M-V/def2-TZVPD" e_homo_ev=-8.21 lumo_ev=0.80 smiles="CCOc1cc(C(=O)N2CCCN(C)CC2)cc(OCC)c1OCC" total_charge=0 de_lowest_kj_mol=308.1
C -1.08 -2.56 4.18
C 0.35 -2.09 4.01
O 0.44 -0.71 3.70
C 0.07 -0.26 2.46
C -0.22 -1.09 1.39
C -0.59 -0.57 0.16
C -0.99 -1.52 -0.92
O -1.86 -2.35 -0.73
N -0.34 -1.41 -2.11
C 0.79 -0.52 -2.31
C 1.82 -1.07 -3.30
C 1.47 -0.83 -4.76
N 0.44 -1.73 -5.26
C 0.27 -1.58 -6.69
C -0.82 -1.59 -4.55
C -0.77 -2.28 -3.19
C -0.74 0.80 0.02
C -0.44 1.66 1.08
O -0.56 2.99 0.79
C -1.06 3.90 1.76
C -2.43 3.49 2.28
C 0.02 1.14 2.30
O 0.34 2.02 3.30
C 1.46 1.75 4.12
C 2.03 3.09 4.57
H -1.09 -3.61 4.49
H -1.65 -2.47 3.26
H -1.58 -1.97 4.95
H 0.90 -2.18 4.95
H 0.87 -2.69 3.25
H -0.17 -2.17 1.49
H 0.44 0.45 -2.68
H 1.26 -0.36 -1.34
H 1.98 -2.13 -3.12
H 2.76 -0.55 -3.10
H 2.36 -1.01 -5.37
H 1.18 0.23 -4.89
H 1.23 -1.77 -7.18
H -0.08 -0.58 -6.98
H -0.44 -2.32 -7.05
H -1.58 -2.10 -5.14
H -1.13 -0.54 -4.43
H -0.11 -3.15 -3.27
H -1.76 -2.64 -2.90
H -1.09 1.24 -0.90
H -0.36 4.01 2.59
H -1.12 4.84 1.21
H -2.82 4.28 2.93
H -2.36 2.57 2.85
H -3.12 3.34 1.46
H 1.16 1.16 4.99
H 2.22 1.19 3.56
H 1.27 3.66 5.11
H 2.88 2.93 5.23
H 2.35 3.67 3.71